No. 1
Density functional theory data (the ωB97M-V functional and the def2-TZVPD basis) for a molecular structure, C6H24ClN6O6.

```
! RIJCOSX wB97M-V def2-TZVPD def2/J DEFGRID3
* xyz -1 1
Cl 0.117 -0.017 0.026
C 0.279 -0.736 2.754
O 1.120 -1.278 1.688
H 0.890 -0.493 3.623
H -0.229 0.186 2.472
H -0.537 -1.447 2.883
H 0.624 -1.064 0.894
C -1.905 -0.532 -1.972
O -1.867 -1.007 -0.719
H -1.007 -0.654 -2.577
H -2.799 -0.931 -2.451
H -1.891 0.558 -1.978
H -1.083 -0.636 -0.308
C -0.025 -2.460 -1.642
O 0.269 -2.343 -0.229
H 0.186 -1.542 -2.191
H 0.251 -3.351 -2.205
H -1.090 -2.660 -1.759
H 0.262 -1.444 0.107
C -2.411 0.610 1.789
O -3.240 0.843 2.643
N -1.710 1.408 1.047
N -2.122 -0.574 1.420
H -1.038 0.992 0.418
H -1.932 2.351 1.330
H -2.649 -1.185 2.028
H -1.530 -0.859 0.653
C 1.299 2.737 0.619
O 1.752 3.833 0.789
N 0.558 2.166 1.583
N 1.209 2.169 -0.537
H 0.238 2.662 2.403
H 0.293 1.213 1.378
H 0.952 1.206 -0.695
H 1.609 2.575 -1.371
C 2.460 -0.075 -1.918
O 3.281 -0.307 -2.724
N 1.559 -0.959 -1.499
N 2.372 1.003 -1.199
H 0.797 -0.635 -0.920
H 1.618 -1.831 -2.005
H 3.204 1.563 -1.320
H 1.865 0.943 -0.327
*
```

## Properties
- LUMO energy: 3.03 eV
- Orbital gap: 0.2890 Ha
- Highest occupied orbital energy: -4.84 eV
- E: -1482.3547 hartree
- Energy relative to the best compared isomer or geometry (same formula, charge and spin): 2712.8 kJ/mol

Atomic partial charges in e from the Mulliken method, atoms 1 to 5:
1 Cl -1.24
2 C -0.89
3 O -0.69
4 H 0.38
5 H 0.37


No. 2
Density functional theory data (the ωB97M-V functional and the def2-TZVPD basis) for a single C4H6O2 molecule.

```
! RIJCOSX wB97M-V def2-TZVPD def2/J DEFGRID3
* xyz 0 1
C -1.248 -0.021 0.365
C 0.655 0.848 -0.335
C 1.358 -0.108 0.721
C 0.634 -0.689 -0.539
H -2.330 0.048 0.102
H -1.049 -0.068 1.482
H 1.202 1.586 -0.931
H 2.392 -0.045 0.359
H 0.998 -0.047 1.809
H 0.974 -1.305 -1.371
O -0.697 1.128 -0.180
O -0.625 -1.173 -0.160
*
```

## Properties
- LUMO energy: 1.04 eV
- Orbital gap: 0.3694 Ha
- Highest occupied orbital energy: -9.01 eV
- E: -306.3897 hartree
- Energy relative to the best compared isomer or geometry (same formula, charge and spin): 306.2 kJ/mol

Atomic partial charges in e from the Mulliken method, atoms 1 to 5:
1 C -0.18
2 C -0.02
3 C -0.59
4 C -0.08
5 H 0.23